C4H6O4S2 | ωB97M-V with the def2-TZVPD basis set

2S+1 = 1
LUMO energy = -0.055 Eh

XYZ file:
```
16
Properties=species:S:1:pos:R:3:forces:R:3
C -0.81427 0.52205 1.43066 0.223 -1.522 -0.570
C 0.59240 0.70034 1.06084 1.618 0.075 -0.634
C 1.18798 0.33346 -0.35978 -1.678 0.345 0.048
C 0.90505 -1.12475 -0.68990 -1.565 1.144 1.032
O -3.16078 1.05558 0.32673 -0.669 -0.177 -0.124
O -1.17313 1.81284 -0.95746 -0.767 -0.437 0.664
O -0.94870 -2.83961 -0.00357 -0.603 -0.687 0.703
O -1.63677 -0.63224 -0.80709 -0.592 0.856 0.087
S -1.81222 0.88789 -0.04826 0.978 0.820 -0.641
S -0.68868 -1.44479 0.20090 0.994 -0.144 -0.740
H 0.75691 1.73783 1.12689 -0.355 2.071 -0.201
H 1.35883 0.48102 1.81655 -0.682 -1.003 0.331
H 1.01082 1.12151 -1.08039 -0.724 -0.400 -0.291
H 2.19642 0.37084 -0.22491 2.987 0.252 0.485
H 0.55151 -1.37813 -1.73020 1.273 -0.136 1.083
H 1.67464 -1.60386 -0.06101 -0.439 -1.057 -1.230
```
Positions in Å, forces in eV/Å.

Here are the natural (NBO) charges for atoms 1 to 4, given in e: atom 1 (C): -0.262, atom 2 (C): -0.617, atom 3 (C): -0.437, atom 4 (C): -0.614

=====

C3H3N3O2 | ωB97M-V with the def2-TZVPD basis set

2S+1 = 1
LUMO energy = 0.028 Eh

XYZ file:
```
11
Properties=species:S:1:pos:R:3:forces:R:3
C -0.87183 -1.94451 0.36075 3.243 4.883 1.076
N -0.15838 -1.30844 1.26842 1.115 0.689 7.023
C 0.20499 -0.15255 0.79816 0.349 -0.258 -0.442
N -0.15186 -0.23077 -0.42853 -2.632 -1.879 -3.961
N -0.86505 -1.36866 -0.74544 0.854 3.204 -4.905
O 0.61074 0.53411 -1.23853 -0.350 1.550 -1.023
C 0.62661 1.62203 -0.32652 0.051 4.261 -3.466
O 0.88892 1.07993 0.90347 1.188 -2.388 2.846
H -1.17037 -2.82666 0.49204 -2.901 -6.858 1.153
H -0.40080 2.02304 -0.21215 0.230 -0.017 -0.647
H 1.28703 2.57248 -0.87167 -1.146 -3.188 2.347
```
Positions in Å, forces in eV/Å.

Here are the natural (NBO) charges for atoms 1 to 4, given in e: atom 1 (C): 0.176, atom 2 (N): -0.517, atom 3 (C): 0.607, atom 4 (N): 0.017

=====

C8H15N3 | ωB97M-V with the def2-TZVPD basis set

2S+1 = 1
LUMO energy = -0.275 Eh
charge = +2

XYZ file:
```
26
Properties=species:S:1:pos:R:3:forces:R:3
C 1.73614 -1.26113 -0.39439 -1.593 2.366 -0.071
C 0.60295 -0.44891 -0.30269 -2.483 -1.862 3.054
C 1.88847 0.43054 -1.81421 0.450 0.987 -1.369
C -2.40237 -1.37957 0.22258 -0.029 -1.409 3.302
C -2.47527 0.09444 0.20413 -1.576 1.456 0.227
C -1.36803 -0.55018 0.90291 2.955 -0.669 -2.643
C 2.34417 1.34852 -2.89118 0.490 0.586 -1.354
C -1.06252 -0.51077 2.31896 -1.684 -3.012 2.706
N 2.56745 -0.59138 -1.30346 0.811 -1.602 -1.616
N 0.69105 0.54785 -1.20948 1.346 1.376 -1.011
N -0.63037 0.83452 2.78013 -1.707 -0.285 -3.198
H 1.97889 -2.16086 0.11052 0.298 -0.442 0.245
H -2.86866 -2.03449 1.06092 -0.007 1.403 -1.817
H -2.33044 -1.85678 -0.69731 0.751 -0.970 -1.291
H -2.15410 0.56651 -0.72754 -0.737 -0.152 0.139
H -3.34973 0.51741 0.75247 1.090 0.311 -0.412
H 3.16002 2.00247 -2.53860 -0.180 -0.387 -0.136
H 2.65208 0.88821 -3.87609 -0.016 -0.131 1.383
H 1.55702 2.02086 -3.25520 -0.140 -0.143 0.589
H -0.31412 -1.31746 2.65488 -0.870 1.474 -0.553
H -2.01870 -0.71946 2.97125 1.462 0.012 -1.502
H 3.44426 -1.00884 -1.81993 -2.212 1.138 1.605
H 0.14847 1.42783 -1.38860 0.342 -1.584 0.497
H -1.40583 1.51020 2.53768 0.639 -0.610 1.522
H -0.02892 1.01079 1.96969 1.772 0.711 1.199
H -0.36190 0.63969 3.73257 0.827 1.439 0.504
```
Positions in Å, forces in eV/Å.

Here are the natural (NBO) charges for atoms 1 to 4, given in e: atom 1 (C): -0.116, atom 2 (C): 0.104, atom 3 (C): 0.460, atom 4 (C): -0.410

=====

C3H9NS | ωB97M-V with the def2-TZVPD basis set

2S+1 = 2
LUMO energy (spin up / spin down) = -0.126 / -0.299 Eh
⟨S²⟩ = 0.7535
charge = +1

XYZ file:
```
14
Properties=species:S:1:pos:R:3:forces:R:3
C 1.52373 -1.25486 -0.42457 0.295 -1.968 0.104
S 1.42277 0.24184 -1.35046 0.606 -0.553 -0.360
H 0.52229 -1.62925 -0.18835 -0.183 0.360 -0.008
H 2.00365 -2.16619 -0.99596 -0.374 2.303 1.044
H 1.97489 -1.02899 0.57869 0.050 -0.309 -0.933
C -1.65385 -0.01133 0.55832 -1.061 0.066 -1.496
C 0.20483 1.35516 -0.44423 -1.119 -0.127 1.224
N -0.50542 0.85918 0.67813 1.001 -0.059 -0.074
H -2.64127 0.47411 0.52807 0.541 0.622 0.035
H -1.77015 -0.69263 1.36855 0.502 -0.627 0.617
H -1.62140 -0.54864 -0.39773 0.075 -0.333 0.205
H -0.41415 1.61234 -1.33715 0.231 0.359 0.973
H 0.82145 2.16805 -0.01594 0.050 -0.057 -1.062
H 0.13264 0.62123 1.44261 -0.614 0.323 -0.267
```
Positions in Å, forces in eV/Å.

Here are the natural (NBO) charges for atoms 1 to 4, given in e: atom 1 (C): -0.878, atom 2 (S): 0.786, atom 3 (H): 0.283, atom 4 (H): 0.313

=====

C4H11O4 | ωB97M-V with the def2-TZVPD basis set

2S+1 = 1
LUMO energy = 0.121 Eh
charge = -1

XYZ file:
```
19
Properties=species:S:1:pos:R:3:forces:R:3
C 0.01263 -1.24113 0.99670 -0.252 -0.035 0.064
O 0.00344 -1.64515 2.28464 -0.486 0.033 0.026
C 0.68647 0.13956 0.83190 0.608 -0.464 0.148
C 1.04719 0.55959 -0.60442 -0.677 0.483 -0.263
C -0.22276 0.61784 -1.41336 0.139 0.954 -0.186
O -0.57287 1.63901 -1.98669 -0.313 -0.586 0.000
H 0.55387 -1.96921 0.34058 0.155 0.183 -0.250
H -0.99967 -1.16556 0.51476 -0.051 -0.088 0.196
H 0.10784 0.93889 1.30669 -0.295 -0.139 -0.172
H 1.56371 0.05560 1.46943 0.418 0.100 -0.144
H 1.76668 -0.04616 -1.16755 -0.078 -0.462 0.470
H 1.43967 1.57978 -0.63817 0.051 -0.024 0.051
H -0.90563 -0.24068 -1.46089 0.233 -0.251 0.116
H -2.19020 -3.43835 3.58137 0.242 0.039 -0.362
H -1.17219 -2.79672 2.56866 0.533 0.128 -0.015
O -1.75952 -3.59917 2.73005 -0.481 -0.074 0.325
H 1.13391 3.41300 -3.86562 -0.007 0.123 0.221
H 0.25687 3.00557 -2.67644 0.476 0.274 0.163
O 0.92354 3.67203 -2.95945 -0.215 -0.191 -0.387
```
Positions in Å, forces in eV/Å.

Here are the natural (NBO) charges for atoms 1 to 4, given in e: atom 1 (C): -0.012, atom 2 (O): -0.942, atom 3 (C): -0.431, atom 4 (C): -0.518

=====

FSr | ωB97M-V with the def2-TZVPD basis set

2S+1 = 2
LUMO energy (spin up / spin down) = -0.414 / -0.523 Eh
⟨S²⟩ = 0.7521
charge = +2

XYZ file:
```
2
Properties=species:S:1:pos:R:3:forces:R:3
Sr 0.70202 -0.97529 -0.83685 -0.105 0.144 0.125
F -0.70201 0.97529 0.83685 0.105 -0.144 -0.125
```
Positions in Å, forces in eV/Å.

Table of natural (NBO) atomic charges, one value per atom, all in e: atom 1 (Sr): 1.993, atom 2 (F): 0.007